The following is a DFT calculation (wB97M-V/def2-TZVPD) of a molecular structure, C28H26BF6N5O7PPbS5.

Each line ends with the Mulliken charge.
Element x y z (Å)
Pb: 0.86625 0.39879 0.78643  1.34
C: 2.43184 2.23038 3.67337  -0.93
N: 2.80408 0.82362 3.75770  0.20
C: 4.06758 0.35244 4.04146  -0.51
C: 3.96389 -0.99089 4.14128  -0.63
N: 2.65159 -1.34478 3.92276  0.17
B: 2.14127 -2.76417 4.33843  0.74
N: 1.07535 -3.37518 3.34847  0.22
C: 0.15189 -4.26350 3.84137  -0.71
C: -0.54358 -4.78328 2.80253  -0.40
N: -0.02335 -4.22154 1.66450  0.14
C: -0.43184 -4.52770 0.30356  -0.89
C: 0.95938 -3.37067 2.02225  0.04
S: 1.84197 -2.43204 0.83411  -0.08
C: 1.95341 -0.22596 3.68989  -0.24
S: 0.25861 -0.09460 3.33866  -0.40
H: 3.20359 2.81239 4.17028  0.36
H: 1.47888 2.37938 4.17379  0.39
H: 2.34058 2.55974 2.64052  0.23
H: 4.90892 1.01306 4.14739  0.46
H: 4.70771 -1.73410 4.36267  0.50
H: 3.10118 -3.48825 4.36217  -0.19
H: 1.58673 -2.68049 5.40142  -0.16
H: 0.06310 -4.43581 4.89833  0.48
H: -1.35400 -5.48885 2.76923  0.45
H: -0.92701 -5.49499 0.30831  0.37
H: 0.45222 -4.57320 -0.32932  0.35
H: -1.09796 -3.75672 -0.07532  0.22
O: 2.17989 -1.05359 -2.41420  -0.52
S: 0.90894 -1.71120 -2.65710  0.46
O: -0.32462 -0.60108 -2.26422  0.04
O: 0.59878 -1.78225 0.02800  -0.41
C: 0.61577 -1.48209 -4.42444  0.67
C: 1.26618 -2.26350 -5.36396  -0.78
C: 1.07226 -1.97168 -6.70684  -0.67
C: 0.25487 -0.91506 -7.09578  -0.74
C: -0.39430 -0.13797 -6.14893  -0.61
C: -0.21218 -0.43831 -4.80527  0.00
P: -0.95496 0.34634 -3.38741  1.11
C: -2.70698 0.07510 -3.35283  0.77
C: -3.24206 -0.83471 -2.44681  -0.43
C: -4.59486 -1.13574 -2.51203  -0.80
C: -5.39426 -0.53961 -3.47480  -0.56
C: -4.85372 0.36878 -4.37903  -0.83
C: -3.50886 0.68091 -4.31992  -0.37
C: -0.40251 2.00798 -3.23202  0.85
C: -1.19847 3.09416 -2.84590  0.53
C: -0.61779 4.35031 -2.70874  -1.00
C: 0.72974 4.52224 -2.94260  -0.32
C: 1.53708 3.45115 -3.32823  -1.12
C: 0.97124 2.20735 -3.47217  -0.75
H: 1.91648 -3.07495 -5.06227  0.51
H: 1.56619 -2.57052 -7.45998  0.43
H: 0.12611 -0.69683 -8.14704  0.44
H: -1.02680 0.68452 -6.45762  0.46
H: -2.61474 -1.28847 -1.69100  0.54
H: -5.02321 -1.83387 -1.80592  0.46
H: -6.44913 -0.77550 -3.51972  0.43
H: -5.48399 0.83450 -5.12414  0.44
H: -3.09300 1.40269 -5.01343  0.40
H: -2.90849 3.69679 -2.25392  0.48
H: -1.22583 5.18163 -2.37582  0.31
H: 1.16302 5.50321 -2.80134  0.43
H: 2.59297 3.59498 -3.50604  0.46
H: 1.59336 1.36515 -3.75485  0.37
F: -0.14885 5.79078 2.82141  -0.21
C: -0.87533 4.71595 2.54324  0.50
F: -2.16188 5.02771 2.60228  -0.23
F: -0.61182 3.77408 3.44403  -0.19
S: -0.42215 4.11760 0.83294  0.94
O: 0.58251 3.10249 1.06588  -0.57
O: -0.06308 5.29204 0.10774  -0.62
N: -1.77076 3.52203 0.24513  -0.37
S: -2.33836 2.07276 0.45395  1.02
O: -2.50501 2.88364 -2.58451  -0.34
O: -1.36449 0.99120 0.11305  -0.67
C: -5.02826 2.32954 0.30871  0.04
F: -5.32356 1.36482 -0.52195  -0.02
F: -5.04947 3.40635 -0.43834  -0.14
F: -2.36930 1.93508 2.06363  -0.35

Output
- Kohn-Sham gap: 7.59 eV
- Net charge: +1
- HOMO level: -10.48 eV
- Calculated total energy: -5032.06130 Ha